A structure of composition C33H28AlN3O3PS, computed with ωB97M-V/def2-TZVPD.

Geometry as XYZ:
```
70
Properties=species:S:1:pos:R:3
Al 12.6140 10.1130 10.0401
C 13.7312 6.2903 9.1666
C 14.8678 7.2244 8.7528
C 16.0115 6.4156 8.1501
C 15.1326 8.1603 9.9238
C 16.5758 8.5751 10.1090
O 16.7178 9.8852 9.4892
C 15.4342 10.3569 9.3716
N 14.5305 9.4562 9.6197
C 15.3701 11.6226 8.6403
C 16.3350 11.8418 7.7043
C 16.2829 12.8819 6.7600
C 15.2537 13.7909 6.8671
C 14.2601 13.6584 7.8356
C 14.2684 12.5116 8.6518
P 12.9869 12.4001 9.9069
C 11.5709 13.3179 9.1960
C 11.0382 12.9348 7.9443
C 9.8675 13.5474 7.4964
C 9.2094 14.5305 8.2113
C 9.8166 15.0126 9.3657
C 10.9743 14.3576 9.9025
C 13.5634 13.2045 11.4378
C 13.3091 12.6085 12.7033
C 13.7178 13.2648 13.8499
C 14.5092 14.4492 13.8062
C 14.8343 14.9398 12.5080
C 14.2661 14.4029 11.3379
H 13.3513 5.7678 8.2783
H 12.9082 6.8294 9.6899
H 14.1274 5.5349 9.8987
H 14.5180 7.7769 7.8340
H 16.6106 6.9489 7.4214
H 15.6204 5.5729 7.5080
H 16.6359 5.9163 8.9271
H 14.5955 7.9023 10.8871
H 17.3384 7.8792 9.6596
H 16.7718 8.8061 11.1237
H 17.1495 11.1737 7.7051
H 17.0530 13.0360 6.0400
H 15.1973 14.5871 6.1499
H 13.4978 14.4238 7.9699
H 11.4494 12.0687 7.4111
H 9.3966 13.2056 6.5746
H 8.2712 14.9720 7.8652
H 9.3503 15.8319 9.9063
H 11.4243 14.7410 10.7910
H 12.8989 11.5792 12.7593
H 13.6040 12.8477 14.8635
H 14.8205 14.9840 14.6677
H 15.5461 15.7710 12.4378
H 14.4001 14.8616 10.3375
O 10.3159 10.4121 9.9904
C 10.4265 9.6975 8.9583
N 11.6958 9.3247 8.5254
C 11.6006 8.5387 7.3552
O 12.5246 8.0897 6.7158
C 10.1923 8.5799 6.9539
C 9.6339 8.3772 5.7211
C 8.2969 8.7573 5.5394
C 7.6440 9.4439 6.5178
C 8.2122 9.7379 7.7614
C 9.4609 9.3515 7.9415
H 10.1764 7.8905 4.9362
H 7.7618 8.5038 4.6532
H 6.5630 9.6601 6.4743
H 7.6582 10.2864 8.4855
S 11.2820 7.0734 12.9191
C 11.9712 8.3136 12.2099
N 12.3986 9.2593 11.5791
```

The value obtained for the orbital gap is 8.084 eV. As for the total charge: +1. As for the max |F|: 0.071 Eh/bohr. As for the electronic energy: -2646.235743 Ha.

A cluster of 2 separate species, C4H7NO in total, computed with ωB97M-V/def2-TZVPD.

Geometry as XYZ:
```
13
Properties=species:S:1:pos:R:3
C 1.2229 -1.4811 -0.2987
C -0.7237 1.0012 -1.1880
O -0.2351 1.6435 -0.1990
C -0.3816 1.3941 1.0996
C -1.2027 0.3275 1.4897
N -1.8950 -0.5801 1.7140
H 2.1203 -2.0681 -0.0911
H 0.3341 -2.0102 0.0503
H 1.1532 -1.3093 -1.3756
H -1.3585 0.1373 -1.0163
H -0.4513 1.3827 -2.1618
H 0.1222 2.0868 1.7502
H 1.2953 -0.5244 0.2265
```

The value obtained for the orbital gap (alpha / beta) is 8.355 / 7.691 eV. As for the total charge: 0. As for the max |F|: 0.018 Eh/bohr. As for the electronic energy: -286.472475 Ha.

An isolated molecule of CH6N6O4S2, computed with ωB97M-V/def2-TZVPD.

Geometry as XYZ:
```
19
Properties=species:S:1:pos:R:3
N 0.8570 2.0681 -0.4448
S 1.0991 0.5641 0.2995
O 0.2175 0.5354 1.4473
O 2.4984 0.3268 0.4884
N 0.3182 -0.6658 -0.9024
C 0.9110 -1.9587 -0.8569
N 0.2117 -2.5419 0.2834
N -0.8665 -2.0095 0.4732
N -0.9750 -0.8029 -0.4310
S -2.1403 0.3501 -0.0734
N -2.2769 0.5798 1.5924
O -1.7450 1.5285 -0.7548
O -3.2570 -0.4055 -0.4794
H 0.0117 1.9818 -0.8673
H 1.5944 2.1875 -1.1073
H 1.9945 -1.8576 -0.8244
H 0.5804 -2.5399 -1.6249
H -1.3338 0.9183 1.7278
H -2.5004 -0.3576 1.9155
```

The value obtained for the orbital gap is 10.322 eV. As for the total charge: 0. As for the max |F|: 0.092 Eh/bohr. As for the electronic energy: -1467.418216 Ha. The SMILES is NS(=O)(=O)N1CN=NN1S(N)(=O)=O.

A structure of composition C55H70AsAuP2Si, computed with ωB97M-V/def2-TZVPD.

Geometry as XYZ:
```
130
Properties=species:S:1:pos:R:3
Au 0.4080 0.6235 -0.6585
C 4.2204 0.3421 -0.9320
Si 2.5832 -0.6042 -0.6560
C 2.5890 -1.2295 1.1562
C 3.5725 -2.1551 1.4999
C 3.7207 -2.6120 2.7971
C 2.8937 -2.1220 3.7944
C 1.9131 -1.2010 3.4791
C 1.7420 -0.7615 2.1665
P 0.4255 0.4547 1.8504
C 1.0214 2.0227 2.6188
C 1.5623 1.9386 4.0476
C 1.6976 3.3700 4.5869
C 2.0764 4.3616 3.4800
C 2.9325 3.6667 2.4273
C 2.1306 2.5703 1.7136
C -1.2388 0.0240 2.5657
C -2.2261 0.9950 1.8853
C -3.4812 1.2086 2.7397
C -3.8827 -0.0852 3.4408
C -2.7970 -0.5193 4.4352
C -1.4213 0.0649 4.0825
C 2.2490 -1.9418 -1.9473
C 3.2012 -2.1801 -2.9360
C 2.9616 -3.0601 -3.9748
C 1.7507 -3.7258 -4.0451
C 0.7875 -3.4985 -3.0800
C 1.0168 -2.6068 -2.0338
P -0.2630 -2.3282 -0.7629
C -1.8557 -2.6968 -1.7235
C -2.4354 -4.1148 -1.7311
C -3.1986 -4.4691 -0.4618
C -4.2853 -3.4410 -0.1793
C -3.6697 -2.0499 -0.0797
C -2.9540 -1.6889 -1.3738
C 0.3125 -3.6087 0.4926
C 0.4224 -5.0551 0.0100
C 1.3561 -5.7992 0.9759
C 1.1102 -5.3996 2.4382
C -0.2983 -4.8444 2.6120
C -0.4433 -3.5377 1.8232
H 4.9289 -0.2377 -1.5168
H 4.0600 1.2751 -1.4650
H 4.6963 0.5784 0.0161
H 4.2315 -2.5269 0.7259
H 4.4851 -3.3399 3.0280
H 3.0121 -2.4498 4.8157
H 1.2747 -0.8249 4.2606
H 0.1548 2.6954 2.6143
H 0.9049 1.3777 4.7073
H 2.5339 1.4425 4.0316
H 0.7575 3.6772 5.0467
H 2.4605 3.3737 5.3658
H 1.1795 4.7722 3.0108
H 2.6244 5.1977 3.9129
H 3.3032 4.3879 1.7016
H 3.7995 3.2320 2.9230
H 1.6722 2.9422 0.7868
H 2.7996 1.7507 1.4290
H -1.4366 -0.9963 2.2202
H -1.7474 1.9659 1.7099
H -2.5009 0.5951 0.9062
H -3.2993 1.9797 3.4895
H -4.2940 1.5594 2.1039
H -4.8257 0.0606 3.9665
H -4.0465 -0.8631 2.6928
H -3.0535 -0.1886 5.4428
H -2.7370 -1.6089 4.4560
H -1.3559 1.0962 4.4290
H -0.6645 -0.5249 4.5982
H 4.1510 -1.6732 -2.8998
H 3.7163 -3.2252 -4.7252
H 1.5505 -4.4168 -4.8528
H -0.1415 -4.0410 -3.1505
H -1.5154 -2.4483 -2.7392
H -3.1369 -4.1545 -2.5695
H -1.6606 -4.8588 -1.9198
H -3.6381 -5.4611 -0.5721
H -2.5111 -4.5087 0.3819
H -5.0205 -3.4585 -0.9853
H -4.8046 -3.6923 0.7462
H -4.4473 -1.3135 0.1308
H -2.9439 -2.0296 0.7390
H -3.6839 -1.6875 -2.1868
H -2.5282 -0.6792 -1.3103
H 1.3406 -3.2585 0.6587
H -0.5564 -5.5305 0.0033
H 0.8349 -5.1072 -0.9983
H 1.1948 -6.8700 0.8473
H 2.3938 -5.5891 0.7111
H 1.2518 -6.2614 3.0898
H 1.8305 -4.6379 2.7475
H -1.0224 -5.5840 2.2666
H -0.5058 -4.6565 3.6666
H -1.5042 -3.3411 1.6618
H -0.0377 -2.7127 2.4134
C 0.7927 7.5548 -1.7938
C 1.2414 6.7385 -0.7706
C 1.0637 5.3653 -0.8507
C 0.4369 4.7992 -1.9526
C -0.0067 5.6240 -2.9802
C 0.1739 6.9942 -2.9000
As 0.1058 2.8582 -2.0953
C 0.8144 2.4177 -3.8495
C 2.0264 1.7394 -3.9350
C 2.6148 1.5105 -5.1661
C 1.9974 1.9596 -6.3213
C 0.7780 2.6134 -6.2467
C 0.1817 2.8358 -5.0176
C -1.8010 2.7989 -2.3820
C -2.3464 1.7972 -3.1818
C -3.7143 1.7247 -3.3652
C -4.5496 2.6322 -2.7278
C -4.0138 3.6093 -1.9013
C -2.6445 3.6914 -1.7268
H 0.9168 8.6244 -1.7307
H 1.7254 7.1718 0.0905
H 1.4167 4.7374 -0.0454
H -0.4980 5.1928 -3.8440
H -0.1790 7.6197 -3.7076
H 2.5057 1.3971 -3.0229
H 3.5562 0.9875 -5.2252
H 2.4694 1.8083 -7.2804
H 0.2994 2.9534 -7.1535
H -0.7850 3.3243 -4.9615
H -1.6834 1.0916 -3.6794
H -4.1277 0.9668 -4.0137
H -5.6171 2.5797 -2.8786
H -4.6623 4.3113 -1.4002
H -2.2169 4.4616 -1.0901
```

Its expectation value of S² is 2.014. The value obtained for the orbital gap (alpha / beta) is 7.052 / 5.012 eV. As for the total charge: +2. Its multiplicity is 3. As for the max |F|: 0.021 Eh/bohr. As for the electronic energy: -5480.983502 Ha.

An isolated molecule of C6H8F3NO2, computed with ωB97M-V/def2-TZVPD.

Geometry as XYZ:
```
20
Properties=species:S:1:pos:R:3
N -2.4161 -1.5934 0.2025
C -1.4109 -0.8962 -0.6724
C -0.7180 0.3679 0.0281
O -0.8254 1.6473 -0.6857
C 0.4629 2.2986 -0.8268
O 0.7312 3.5033 -0.8821
C 1.4477 1.0037 -0.8332
C 0.8227 0.3106 0.4617
C 1.4499 -1.0304 1.0309
F 0.6891 -1.4811 2.1378
F 2.7379 -0.6943 1.5695
F 1.6970 -2.0295 0.0683
H -3.2783 -1.0315 0.2457
H -2.0489 -1.6515 1.1707
H -0.6830 -1.6897 -1.0538
H -2.0086 -0.5397 -1.5920
H -1.2945 0.4510 1.0161
H 2.5124 1.4003 -0.8045
H 1.1568 0.5332 -1.8418
H 0.9760 1.1214 1.2608
```

The value obtained for the orbital gap is 10.756 eV. As for the total charge: 0. As for the max |F|: 0.093 Eh/bohr. As for the electronic energy: -738.217666 Ha. The SMILES is NC[C@@H]1OC(=O)C[C@@H]1C(F)(F)F.

A structure of composition C27H35As2IrN3O3S, computed with ωB97M-V/def2-TZVPD.

Geometry as XYZ:
```
72
Properties=species:S:1:pos:R:3
Ir 0.4193 -0.1222 0.8226
O -5.3671 0.4118 0.0580
C -4.9791 0.9399 -1.1057
C -5.9808 1.4579 -1.9319
C -5.6556 2.0363 -3.1352
C -4.3228 2.1233 -3.5614
C -3.3335 1.5931 -2.7753
C -3.6358 0.9792 -1.5401
C -2.5703 0.3987 -0.7575
O -1.3306 0.3115 -1.3474
N -2.7451 0.0238 0.4676
N -1.6501 -0.3944 1.1933
C -1.9391 -1.0321 2.2739
C -0.8668 -1.3706 3.1991
C -1.1146 -1.9839 4.4172
C -0.0572 -2.1611 5.2989
C 1.1984 -1.7003 4.9387
C 1.3702 -1.1071 3.6970
N 0.3679 -0.9634 2.8313
H -4.5847 0.1585 0.5789
H -7.0043 1.3967 -1.5899
H -6.4434 2.4364 -3.7590
H -4.0811 2.6037 -4.4983
H -2.3009 1.6520 -3.0944
H -2.9685 -1.2656 2.5214
H -2.1182 -2.2905 4.6765
H -0.2181 -2.6342 6.2576
H 2.0439 -1.7958 5.6047
H 2.3367 -0.7445 3.3752
C 4.1421 0.0106 1.3791
As 2.6903 -0.2385 0.1145
C 3.2591 -1.8096 -0.8431
C 2.9018 1.2379 -1.1163
C 3.8432 1.2614 -2.1358
C 3.9126 2.3620 -2.9795
C 3.0503 3.4349 -2.8039
C 2.1097 3.4184 -1.7826
C 2.0309 2.3146 -0.9448
As 0.7941 2.1805 0.5342
C -0.7009 3.3303 0.1228
C 1.7082 3.1120 1.9627
H 5.0582 0.2243 0.8300
H 4.2871 -0.8981 1.9635
H 3.9265 0.8406 2.0470
H 4.3028 -1.6774 -1.1262
H 2.6335 -1.9445 -1.7217
H 3.1703 -2.6699 -0.1837
H 4.5227 0.4317 -2.2884
H 4.6410 2.3807 -3.7787
H 3.1091 4.2879 -3.4661
H 1.4440 4.2639 -1.6564
H -1.1277 3.0466 -0.8378
H -0.3723 4.3684 0.0932
H -1.4531 3.2168 0.9026
H 2.0986 4.0450 1.5578
H 2.5288 2.5086 2.3397
H 1.0153 3.3250 2.7752
C -2.0778 -1.5917 -2.7195
C -0.9686 -0.7920 -2.1216
O 0.2030 -0.9789 -2.2481
H -1.6484 -2.4404 -3.2424
H -2.6446 -0.9759 -3.4181
H -2.7723 -1.9352 -1.9510
C 0.5920 -4.0602 -0.9451
S 0.3034 -3.0409 0.5106
C 1.1473 -4.0339 1.7534
H 1.6558 -4.2344 -1.0952
H 0.1947 -3.5297 -1.8066
H 0.0724 -5.0091 -0.8302
H 0.6010 -4.9601 1.9193
H 1.1825 -3.4739 2.6836
H 2.1647 -4.2648 1.4382
```

Its expectation value of S² is 0.754. The value obtained for the orbital gap (alpha / beta) is 6.729 / 6.729 eV. As for the total charge: +2. Its multiplicity is 2. As for the max |F|: 0.031 Eh/bohr. As for the electronic energy: -6413.415199 Ha.

An isolated molecule of C3H4N4, computed with ωB97M-V/def2-TZVPD.

Geometry as XYZ:
```
11
Properties=species:S:1:pos:R:3
H -1.4691 0.3543 1.4886
N -1.9264 -0.2604 0.9491
C -1.2946 -0.7458 -0.0934
N 0.0589 -0.2790 -0.7589
C 0.9270 0.6994 -0.1272
C 2.2247 -0.0673 -0.0630
N 3.1376 -0.7549 0.7421
N 0.3929 1.8008 0.1239
H -0.6105 1.6034 -0.0792
H -1.7304 -1.2763 -0.9705
H 0.2898 -1.0743 -1.2115
```

The value obtained for the orbital gap is 9.044 eV. As for the total charge: 0. As for the max |F|: 0.274 Eh/bohr. As for the electronic energy: -335.534581 Ha. The SMILES is [H]/N=C\N/C(C#N)=N\[H].

A cluster of 3 separate species, C3H10O3 in total, computed with ωB97M-V/def2-TZVPD.

Geometry as XYZ:
```
16
Properties=species:S:1:pos:R:3
C 2.2070 0.4300 -1.8491
C 1.2875 0.3571 -0.8931
C 0.5892 1.5504 -0.3176
O -0.5568 1.1827 0.4724
H 2.6023 -0.4893 -2.2731
H 2.3602 1.3543 -2.4076
H 1.0281 -0.6339 -0.5328
H 1.2204 2.0309 0.4135
H 0.3982 2.2909 -1.0862
H -1.3161 1.0557 -0.1049
O -1.2413 -0.9554 2.4565
H -1.0251 -0.0775 2.1101
H -0.5607 -1.5794 2.1969
O -1.5000 -2.0009 -0.3683
H -2.3588 -2.1702 -0.7946
H -1.7896 -1.4736 0.3959
```

The value obtained for the orbital gap is 10.520 eV. As for the total charge: 0. As for the max |F|: 0.021 Eh/bohr. As for the electronic energy: -345.981202 Ha. The SMILES is C=CCO.O.O.

An isolated molecule of C4H4FN, computed with ωB97M-V/def2-TZVPD.

Geometry as XYZ:
```
10
Properties=species:S:1:pos:R:3
C -0.6768 -0.5278 0.0432
C 0.4065 0.1814 0.4585
C -2.5722 1.0589 0.1661
C 1.7920 -0.2791 0.1797
N -1.7834 0.1951 0.0149
F -3.1042 1.9536 -0.6663
H -0.8222 -1.5926 -0.3907
H 2.6247 -0.0560 0.9835
H 2.0657 0.3445 -0.5941
H 2.0699 -1.2780 -0.1947
```

The value obtained for the orbital gap (alpha / beta) is 6.568 / 8.047 eV. As for the total charge: 0. As for the max |F|: 0.059 Eh/bohr. As for the electronic energy: -309.200079 Ha.

An isolated molecule of C3H4N2OS, computed with ωB97M-V/def2-TZVPD.

Geometry as XYZ:
```
11
Properties=species:S:1:pos:R:3
O -2.3424 -0.6820 -0.0923
C -1.1931 -0.1656 -0.0113
C 0.0097 -0.9131 -0.0774
C 0.9397 0.1817 -0.0037
S 2.7392 -0.1131 -0.0478
N 0.2748 1.3708 -0.1819
N -1.0231 1.1839 -0.0529
H -2.8345 0.0845 0.4373
H 0.4185 -1.8958 -0.3923
H 2.3906 -1.3058 0.2261
H 0.6206 2.2543 0.1962
```

The value obtained for the orbital gap is 9.198 eV. As for the total charge: 0. As for the max |F|: 0.124 Eh/bohr. As for the electronic energy: -699.583032 Ha. The SMILES is Oc1cc(S)[nH]n1.

A cluster of 2 separate species, C10H16 in total, computed with ωB97M-V/def2-TZVPD.

Geometry as XYZ:
```
26
Properties=species:S:1:pos:R:3
C 2.5753 -1.4311 1.9442
C 3.2764 -0.2080 2.5494
H 1.6110 -1.2343 1.4896
H 3.1795 -1.7924 1.0994
H 2.6626 -2.2591 2.6445
H 3.0783 -0.1131 3.6184
H 2.9882 0.7300 2.0693
H 4.3475 -0.2601 2.3954
C -1.1776 2.0640 -1.1061
C -1.5204 2.6774 0.2426
C -1.2017 0.5600 -1.1554
C -0.0916 -0.2139 -1.4265
C -2.4767 -0.1100 -1.2713
C -0.1316 -1.5856 -1.6555
C -2.4707 -1.4828 -1.3722
C -1.3159 -2.2820 -1.4632
H -1.8966 2.4957 -1.8272
H -0.2064 2.4377 -1.4453
H -0.9593 2.2605 1.0810
H 0.9333 0.1545 -1.3623
H -3.3234 0.5224 -1.0539
H 0.7939 -2.0840 -1.9312
H -3.4606 -1.9395 -1.4091
H -1.3587 -3.3621 -1.4122
H -2.5811 2.7064 0.5126
H -1.2734 3.7495 0.2449
```

Its expectation value of S² is 0.756. The value obtained for the orbital gap (alpha / beta) is 2.647 / 7.630 eV. As for the total charge: -1. Its multiplicity is 2. As for the max |F|: 0.032 Eh/bohr. As for the electronic energy: -390.565836 Ha.

An isolated molecule of C3H9N3O, computed with ωB97M-V/def2-TZVPD.

Geometry as XYZ:
```
16
Properties=species:S:1:pos:R:3
C 1.8103 2.1551 -0.3766
C 0.5615 1.3446 -0.2567
N 0.6379 0.1357 0.1122
N -0.4002 -0.6594 0.3427
C -0.1251 -1.9849 0.8411
N -1.6971 -0.3091 -0.0064
O -2.2609 -1.2822 -0.9181
H 1.9605 2.7470 0.5204
H 2.6704 1.5005 -0.5111
H 1.7409 2.8367 -1.2179
H -0.3849 1.8442 -0.4653
H 0.8017 -1.9475 1.4100
H -0.9398 -2.2953 1.4909
H -0.0321 -2.7108 0.0325
H -2.3156 -0.3905 0.8084
H -2.0274 -0.9843 -1.8062
```

The value obtained for the orbital gap is 9.135 eV. As for the total charge: 0. As for the max |F|: 0.028 Eh/bohr. As for the electronic energy: -359.079945 Ha. The SMILES is C/C=N/N(C)NO.